(1)
{"formula": "C4H14NO2", "method": "the ωB97M-V functional and the def2-TZVPD basis", "symbols": ["C", "N", "C", "C", "C", "H", "H", "H", "H", "H", "H", "H", "H", "H", "H", "H", "H", "O", "H", "H", "O"], "xyz": [[0.92972, -0.87406, -0.47503], [-0.25310, -0.27301, 0.19913], [0.33625, 0.86873, 0.95779], [1.37550, 1.42065, 0.08348], [1.83098, 0.25145, -0.84172], [0.64881, -1.51856, -1.23208], [1.43761, -1.39609, 0.33266], [-0.96598, 0.16380, -0.44394], [-0.66242, -1.04905, 1.03352], [-0.58955, 1.41619, 1.06286], [0.65048, 0.63026, 1.94855], [2.23641, 1.85130, 0.75789], [0.78052, 2.13708, -0.49922], [1.71563, 0.52351, -1.95961], [2.90058, 0.10167, -0.69163], [-2.33071, 0.94352, -2.51940], [-0.83770, 1.06041, -2.25574], [-1.71147, 1.29559, -1.89900], [-1.97799, -1.83920, 2.71578], [-1.54993, -3.27713, 1.96273], [-1.60338, -2.27524, 1.90483]], "atomic_forces_ev_per_a": [[0.66, 0.12, 2.04], [-0.58, -2.40, 2.69], [-2.32, -0.33, 0.68], [1.43, 1.39, 0.10], [0.28, 2.08, -2.04], [-0.52, -1.35, -1.50], [-0.14, -0.59, -0.09], [0.32, -1.01, 0.52], [0.34, 1.94, -3.11], [0.32, 1.32, 0.45], [0.31, -0.85, 0.57], [-1.72, -0.39, -1.84], [1.23, 0.55, -0.07], [0.19, -0.22, 1.75], [-0.24, -0.57, -0.06], [-0.81, -0.34, -0.71], [-0.45, 0.38, -0.27], [1.48, -0.11, 0.93], [0.42, -1.38, -0.94], [-0.28, 2.02, 0.41], [0.07, -0.27, 0.49]], "e_above_lowest_kj_mol": 160.7, "homo_energy_ev": -15.51, "e_lumo_ha": -0.1128, "charge": 1}

(2)
{"formula": "C4H5NO", "method": "the ωB97M-V functional and the def2-TZVPD basis", "symbols": ["N", "C", "C", "O", "C", "C", "H", "H", "H", "H", "H"], "xyz": [[-1.33022, 0.22779, -1.01586], [-0.30324, 0.16681, -0.12413], [0.86276, -0.77655, -0.27716], [1.36591, -0.89025, 1.05106], [1.11088, 0.25974, 1.70490], [0.03452, 0.90812, 0.96877], [-1.59844, -0.63116, -1.47691], [-2.11933, 0.81542, -0.78204], [0.77716, -1.72835, -0.80011], [1.64960, -0.18398, -0.75015], [-0.43112, 1.81115, 1.34330]], "atomic_forces_ev_per_a": [[0.07, 0.01, 0.19], [0.31, 0.01, -0.02], [-0.04, -0.06, -0.22], [0.59, 0.42, -0.02], [-0.66, -0.11, 0.30], [-0.04, 0.03, 0.23], [0.20, 0.18, 0.00], [0.25, -0.01, -0.01], [-0.34, -0.07, 0.29], [-0.19, -0.20, -0.65], [-0.14, -0.20, -0.08]], "e_above_lowest_kj_mol": 301.0, "homo_energy_ev": -8.01, "e_lumo_ha": 0.0200, "charge": 0}

(3)
{"formula": "C8H21FN2O4S", "method": "the ωB97M-V functional and the def2-TZVPD basis", "symbols": ["C", "O", "C", "C", "C", "C", "N", "N", "S", "O", "O", "F", "H", "H", "H", "H", "H", "H", "H", "H", "H", "H", "H", "H", "H", "C", "C", "C", "O", "H", "H", "H", "H", "H", "H", "H", "H"], "xyz": [[4.96790, -2.68822, -0.03839], [4.25281, -1.50787, 0.24350], [2.85521, -1.66207, 0.08675], [2.18796, -0.32489, 0.37598], [0.93499, -0.01815, -0.45477], [-0.03728, -1.14847, -0.78204], [-0.92101, -1.46906, 0.35587], [-0.19781, -1.95961, 1.47019], [-2.26788, -2.37967, -0.02269], [-3.33456, -1.52074, -0.38558], [-2.40824, -3.43025, 0.92241], [-1.83278, -3.07854, -1.37390], [5.94095, -2.61021, 0.44377], [5.11142, -2.81775, -1.11753], [4.45313, -3.57393, 0.35189], [2.50443, -2.43947, 0.77801], [2.63568, -2.00270, -0.93707], [2.94106, 0.43534, 0.15931], [1.95217, -0.25072, 1.43594], [1.23946, 0.41546, -1.41130], [0.33766, 0.74726, 0.04032], [-0.69721, -0.79122, -1.57392], [0.45905, -2.05061, -1.15458], [-0.78879, -1.90277, 2.28838], [0.06221, -2.93428, 1.33476], [-3.53060, 2.83433, 0.54299], [-2.10379, 3.19072, 0.16246], [-2.00759, 4.55008, -0.50875], [-1.53392, 2.17368, -0.66287], [-4.16002, 2.79523, -0.35083], [-3.56484, 1.85798, 1.02528], [-3.95390, 3.57761, 1.22024], [-1.47884, 3.18549, 1.05878], [-2.59681, 4.55728, -1.43043], [-0.97309, 4.78081, -0.76148], [-2.39261, 5.33660, 0.14178], [-2.05453, 2.12332, -1.47244]], "atomic_forces_ev_per_a": [[-0.01, 0.00, 0.00], [0.00, -0.02, 0.15], [0.06, 0.06, -0.11], [-0.02, -0.08, -0.01], [-0.11, 0.02, 0.08], [-0.18, 0.44, -0.06], [0.11, -0.63, 0.20], [0.16, -0.01, -0.12], [0.12, 0.31, -0.18], [0.01, -0.10, -0.04], [-0.14, 0.12, 0.06], [0.00, -0.06, 0.07], [0.01, 0.01, -0.05], [-0.04, -0.02, 0.00], [0.02, 0.02, 0.03], [-0.08, -0.03, -0.08], [0.04, 0.04, -0.01], [-0.07, 0.06, 0.01], [0.06, -0.07, 0.01], [0.01, -0.11, -0.03], [0.10, 0.11, -0.05], [0.01, -0.05, -0.01], [0.02, -0.01, 0.11], [0.00, 0.04, 0.01], [-0.07, -0.02, 0.04], [0.00, -0.02, -0.01], [-0.02, -0.02, 0.05], [0.01, -0.01, -0.03], [0.03, 0.03, -0.07], [-0.01, 0.01, 0.01], [0.00, 0.00, -0.01], [0.00, 0.00, 0.00], [-0.01, 0.01, 0.00], [-0.01, 0.01, 0.01], [0.00, 0.00, 0.00], [0.00, 0.00, 0.00], [-0.02, -0.02, 0.01]], "smiles": "COCCCCN(N)S(=O)(=O)F.CC(C)O", "homo_energy_ev": -9.83, "e_lumo_ha": 0.0255, "charge": 0}

(4)
{"formula": "CI3NOS", "method": "the ωB97M-V functional and the def2-TZVPD basis", "symbols": ["C", "N", "O", "S", "I", "I", "I"], "xyz": [[1.47166, 1.05273, 0.28838], [-0.62368, 0.10117, 0.51356], [1.22443, 2.07281, -0.23333], [2.03492, -0.32427, 0.76267], [-1.55279, 0.28442, -1.08173], [-1.47109, -0.94234, 2.18429], [-1.08346, -2.24451, -2.43385]], "atomic_forces_ev_per_a": [[0.70, 1.39, -1.50], [-0.61, -0.36, 2.55], [0.05, -1.31, 1.17], [0.82, -0.12, 0.45], [-1.22, -0.42, -1.54], [0.31, 0.56, -1.19], [-0.05, 0.25, 0.06]], "e_above_lowest_kj_mol": 98.1, "homo_energy_ev": [-9.14, -8.78], "e_lumo_ha": [-0.0897, -0.0874], "charge": 0}